Entry 1:
9
Properties=species:S:1:pos:R:3 method="wB97M-V/def2-TZVPD" charge=0 de_lowest_ev=2.2408 gap_ha=0.338 smiles="C=C(C#N)C=O"
C -0.4160 1.8638 -0.1879
C -0.0655 0.5078 0.2946
C -1.1406 -0.3860 0.0838
N -1.7587 -1.3437 -0.0490
C 1.4448 0.1201 0.1282
O 1.5609 -1.1280 -0.1797
H -1.4642 2.2395 -0.1313
H 0.0482 2.7490 -0.2479
H 2.3034 0.8072 0.2473


Entry 2:
17
Properties=species:S:1:pos:R:3 method="wB97M-V/def2-TZVPD" charge=0 de_lowest_ev=5.0517 gap_ha=0.319
C 1.5282 1.2177 1.6865
C 0.9742 0.5075 0.6539
C 1.3810 -1.1603 0.6108
C -0.2966 1.1234 -0.0355
C -1.2009 0.3465 -0.8642
C -0.8910 -0.9192 -1.5146
C -2.6901 0.9682 -0.9728
N -3.8034 1.1759 -1.3266
H 1.4780 2.4532 1.9228
H 2.4077 0.7506 2.1853
H 1.8131 -1.5085 -0.2427
H 1.9535 -1.4196 1.6464
H 0.3921 -1.6849 0.9137
H -0.7547 2.0766 0.1640
H 0.0176 -0.9112 -2.2500
H -1.8958 -1.3546 -1.8974
H -0.4130 -1.6615 -0.6796


Entry 3:
120
Properties=species:S:1:pos:R:3 method="wB97M-V/def2-TZVPD" charge=0 de_lowest_ev=10.5281 gap_ha=0.368
H 6.1254 -1.9207 -0.3585
H 4.9680 -1.3790 -1.1915
O 5.9212 -1.2794 -1.0450
H -3.5313 -1.7118 -1.2083
H -2.9088 -0.8911 -0.2397
O -2.9897 -0.9049 -1.2294
H 1.8169 0.6668 -2.7557
H 0.7173 -0.4292 -2.4982
O 1.6636 -0.1745 -2.3332
H 5.8961 2.4618 -1.7987
H 5.4835 0.9836 -1.7520
O 5.4308 1.8359 -1.2839
H -1.6816 0.3806 -3.3941
H -0.8712 -0.6790 -4.3889
O -1.4797 0.1389 -4.3119
H 0.0107 3.5087 5.7122
O -0.3563 2.5848 5.8096
H 3.8587 0.4747 0.8845
O 3.0842 0.0047 1.0468
H -0.4706 0.3073 2.3925
H -0.5794 1.8466 2.9065
O -0.0057 1.1628 2.5191
H 2.3296 4.3690 -2.8719
H 1.5777 5.6341 -3.2997
O 1.5228 4.7158 -3.1870
H 3.4222 4.5391 2.8714
H 2.5043 5.2896 2.1700
O 2.6079 5.0369 3.0353
H 1.0566 2.4743 -3.9665
H 2.3974 2.3645 -4.8047
O 1.6926 1.8477 -4.3862
H 1.1008 4.7574 0.0347
O 1.8894 5.3951 -0.3436
H -3.4825 -1.9794 3.0866
H -4.3976 -0.9820 3.6884
O -4.1926 -1.2920 2.8767
H 0.7132 -3.2434 0.0852
H 1.1035 -4.5483 -0.4434
O 0.8429 -3.6623 -0.7544
H 2.1184 -4.4582 -4.0204
H 3.3496 -3.6720 -3.3884
O 2.2933 -3.8481 -3.3769
H -4.8874 -3.4160 -0.9328
H -5.3589 -2.9640 0.3480
O -4.6131 -3.4366 0.0048
H 0.0273 -3.3298 -4.6273
H -0.2387 -2.9931 -5.9914
O -0.5241 -3.7252 -5.3782
H -0.1650 -1.4800 4.2401
H 0.8227 -1.4465 5.3467
O -0.1114 -1.3862 5.1859
H 0.8576 -1.3767 0.4044
O 0.1612 -1.2094 1.0503
H -0.1261 -4.2177 2.4446
H 0.6108 -2.9266 2.0844
O 0.5625 -3.8817 1.8923
H 3.5812 -1.7699 0.6917
O 3.6406 -2.2265 -0.2217
H -3.0000 0.5913 1.1891
H -2.0139 0.9797 0.0778
O -2.2385 0.3507 0.7284
H 0.3882 1.2622 -0.8177
H -0.9211 1.8760 -0.4725
O -0.0747 2.1100 -0.7252
H -0.4215 -2.4966 -1.8762
H -1.5600 -1.4402 -2.1501
O -0.6762 -1.7431 -2.3978
H -3.2130 2.5366 -1.8786
H -2.4362 2.5068 -3.0706
O -2.5738 1.9355 -2.2888
H -5.3978 -0.9157 -0.4975
H -6.7546 -0.5398 -1.4324
O -6.3146 -1.1058 -0.7786
H -2.0761 -3.8873 -3.3742
H -1.7264 -5.3188 -3.9009
O -1.8175 -4.7462 -3.1923
H 4.0462 0.0916 5.2966
H 3.9197 0.7804 3.9451
O 4.3216 -0.0046 4.3667
H -2.4374 -3.6441 4.1073
H -3.2412 -2.9897 5.3283
O -3.2182 -3.1719 4.4033
H 4.1970 1.2488 -2.6402
H 3.8387 -0.1559 -2.8984
O 4.4371 0.5569 -3.2922
H 1.1431 0.6415 3.9136
H 1.5555 2.0072 4.0655
O 1.5644 1.2076 4.5395
H 1.5871 -3.1008 -5.7114
O 2.3046 -2.5445 -5.4364
H 1.6637 2.7180 -0.0076
H 3.1154 2.1892 -0.6945
O 2.5593 2.5640 0.0194
H -0.3720 -0.7564 0.3791
H 0.1255 1.9621 5.3088
H 2.8277 -2.5744 -0.4554
H 2.4935 0.4701 1.6493
H 2.5322 4.6778 -0.5146
H 2.0359 -2.4785 -4.4156
O 2.5313 -1.7450 2.8148
H 3.2168 -1.9931 3.4288
H 2.9559 -0.9904 2.2795
O -5.2817 2.3513 -2.4152
H -5.3361 2.7837 -1.5627
H -5.4636 1.4457 -2.1534
O -2.6858 1.1355 3.4111
H -2.3028 0.7117 4.3177
H -3.2814 0.4085 3.3012
O -1.2045 4.6109 -1.5489
H -0.6961 4.3485 -2.4097
H -0.6968 5.2019 -1.0426
O -3.6265 2.4674 1.1349
H -3.0109 2.5736 0.4983
H -3.4713 3.0799 1.9179
O -2.0822 -3.9415 1.7009
H -2.8859 -3.4780 1.4880
H -2.2346 -4.6058 0.9735
O -2.7071 3.7169 3.1550
H -3.0896 3.2055 3.9231
H -2.7008 4.6358 3.3710


Entry 4:
33
Properties=species:S:1:pos:R:3 method="wB97M-V/def2-TZVPD" charge=0 de_lowest_ev=0.0000 gap_ha=0.331 smiles="NC(=O)c1ccsc1NC(=O)COC(=O)Cc1ccsc1"
N -4.7354 -2.8095 0.3231
C -3.7235 -1.9980 -0.0522
O -2.7557 -2.4415 -0.6667
C -3.8481 -0.5825 0.3031
C -4.9133 0.0774 0.9771
C -4.6851 1.4009 1.1416
S -3.1653 1.9165 0.4934
C -2.8399 0.3086 -0.0138
N -1.6836 -0.0306 -0.6641
C -0.7225 0.8867 -0.9152
O -0.8475 2.0565 -0.6183
C 0.5107 0.3389 -1.6336
O 1.6800 0.9733 -1.1408
C 1.8527 0.8815 0.1853
O 1.1046 0.2771 0.9055
C 3.1249 1.5748 0.6181
C 4.2524 0.6025 0.4280
C 4.8160 0.2988 -0.8399
C 5.8000 -0.6294 -0.7658
S 6.0642 -1.1622 0.8484
C 4.8272 -0.1200 1.4265
H -5.5192 -2.4789 0.8537
H -4.6651 -3.7898 0.1086
H -5.8101 -0.4077 1.3199
H -5.3257 2.1187 1.6132
H -1.6312 -1.0386 -0.8667
H 0.5815 -0.7452 -1.4974
H 0.4643 0.5891 -2.6956
H 3.2782 2.4569 -0.0030
H 3.0334 1.8534 1.6669
H 4.4889 0.7605 -1.7539
H 6.3942 -1.0381 -1.5584
H 4.5978 -0.1002 2.4729


Entry 5:
69
Properties=species:S:1:pos:R:3 method="wB97M-V/def2-TZVPD" charge=+1 gap_ha=0.293 smiles="CCOB(O)[C@@H]1[NH2+][C@@](CP(=O)(O)O)(C(=O)NC(=O)F)[C@@H](P(C)O)O[C@@H]1CCCCC(F)(F)C(F)(F)S(F)(F)(F)(F)F"
C 3.3288 -2.2955 2.5499
C 1.9027 -1.7603 2.5116
O 1.1969 -2.3571 1.3963
B -0.1304 -2.0752 1.3096
O -1.0679 -2.9685 1.7714
C -0.5884 -0.7118 0.5938
N -1.8727 -0.2180 1.2316
C -2.9504 0.3082 0.2531
C -4.1718 0.5289 1.1966
P -5.5043 1.6532 0.7168
O -5.1419 2.7883 -0.1288
O -6.0733 2.1263 2.1209
O -6.5938 0.6770 0.1472
C -2.4943 1.6446 -0.3462
O -2.5797 1.8378 -1.5125
N -1.9671 2.6451 0.5290
C -0.8341 3.2798 -0.0338
O -0.8108 4.1945 -0.7285
F 0.2682 2.6437 0.3621
C -3.1543 -0.8604 -0.7195
P -4.2560 -0.6936 -2.2712
C -5.5451 -1.8863 -1.8091
O -5.1278 0.6824 -2.1586
O -1.9717 -1.4557 -1.2203
C -0.7658 -0.7693 -0.9203
C 0.4174 -1.3600 -1.6516
C 1.3730 -0.2497 -2.1404
C 2.8558 -0.5632 -1.9509
C 3.3103 -0.3771 -0.5074
C 4.2563 0.7833 -0.2565
F 4.3041 1.0030 1.0976
F 3.7578 1.9158 -0.8395
C 5.6892 0.5408 -0.7991
F 5.6734 0.7393 -2.1418
F 6.0260 -0.7568 -0.5732
S 7.0695 1.6218 -0.0388
F 6.0021 2.7220 0.3489
F 6.8366 0.8813 1.3320
F 8.1437 0.5425 -0.4549
F 7.3193 2.3771 -1.4063
F 8.1924 2.4793 0.6396
H 3.5454 -2.7367 1.5857
H 4.0353 -1.4999 2.7480
H 3.4364 -3.0740 3.2930
H 1.9225 -0.6763 2.4087
H 1.3944 -2.0592 3.4254
H -1.2768 -2.9415 2.7096
H 0.1809 0.0338 0.7846
H -2.3479 -0.9919 1.7031
H -1.6587 0.4526 1.9651
H -4.5840 -0.4580 1.4035
H -3.8064 0.8889 2.1555
H -5.8601 3.0672 2.2022
H -7.0717 1.1506 -0.5514
H -1.6755 2.2752 1.4270
H -3.6178 -1.6373 -0.1042
H -6.3485 -1.7562 -2.5250
H -5.1407 -2.8886 -1.8755
H -5.9503 -1.7010 -0.8184
H -4.7987 1.2981 -2.8222
H -0.8834 0.2327 -1.3265
H 0.0582 -1.8987 -2.5200
H 0.9961 -2.0633 -1.0602
H 1.2075 -0.0322 -3.1898
H 1.1951 0.6867 -1.6123
H 3.3885 0.0988 -2.6239
H 3.0943 -1.5638 -2.2971
H 2.4780 -0.1756 0.1611
H 3.7660 -1.2880 -0.1451


Entry 6:
11
Properties=species:S:1:pos:R:3 method="wB97M-V/def2-TZVPD" charge=0 de_lowest_ev=4.8055 gap_ha="0.255 / 0.279"
C -0.3995 1.3803 -0.6512
C 0.5300 -0.6619 -1.1104
C -0.3530 0.7996 1.1690
C -0.0878 -1.2302 0.1335
N 0.2485 0.5722 -1.3916
O 0.1572 -0.3858 1.3287
Br 0.2524 1.9751 2.4927
H -0.9182 2.2129 -0.8702
H 1.2328 -1.2381 -1.5373
H -1.1039 -1.2948 -0.1555
H 0.4413 -2.1293 0.5923


Entry 7:
37
Properties=species:S:1:pos:R:3 method="wB97M-V/def2-TZVPD" charge=0 de_lowest_ev=2.1377 gap_ha=0.355 smiles="C=NC(=C)CCCO.O.O.O.O.O.O"
C 2.8966 0.4287 -0.4148
N 1.7658 0.6581 0.1279
C 0.8541 1.4527 -0.6046
C 0.2918 1.0587 -1.7547
C 0.4764 2.7437 0.0680
C -0.6085 2.5402 1.1326
C -1.9522 2.1338 0.5937
O -2.2148 2.8674 -0.6111
H 3.6338 -0.0802 0.1855
H 3.1057 0.6626 -1.4762
H -0.2987 1.7986 -2.2536
H 0.3910 0.0176 -2.1004
H 0.2586 3.5739 -0.6123
H 1.3528 3.1926 0.5834
H -0.1869 1.7393 1.7538
H -0.5337 3.3155 1.9268
H -2.7288 2.2244 1.3556
H -1.9351 1.1356 0.1281
H -2.4767 3.7792 -0.4475
O 1.0283 0.1123 3.2034
H 1.7488 0.4088 3.7718
H 1.2471 0.4545 2.3025
O -0.9509 -3.4851 -2.3611
H -1.8503 -3.3949 -1.9871
H -0.5451 -3.5356 -1.4851
O -0.0228 -2.1780 -0.0516
H 0.5070 -1.3771 -0.1740
H 0.0028 -2.2896 0.9110
O -0.2036 -2.0725 3.0223
H 0.6696 -1.7283 2.8528
H -0.6693 -1.8409 3.8280
O 2.0354 -1.7702 -1.8706
H 1.2064 -2.1691 -2.1852
H 2.4861 -2.5869 -1.5949
O -2.7568 -1.8983 -1.2164
H -2.5376 -1.9347 -0.2756
H -2.2123 -1.1422 -1.4726


Entry 8:
59
Properties=species:S:1:pos:R:3 method="wB97M-V/def2-TZVPD" charge=-2 gap_ha="0.182 / 0.169" multiplicity=6 s2=8.88
Fe 0.9324 2.2787 -0.4537
S 5.4941 2.2637 5.0303
C 4.4770 2.4338 3.7365
S 4.9186 1.9943 2.1205
C 3.4121 2.4359 1.3436
C 2.4519 2.9356 2.1560
S 0.9502 3.5057 1.5393
S 2.8650 3.0464 3.8578
S 3.1693 2.2872 -0.3566
Te 0.9180 2.6792 -2.7984
Te 0.7341 3.3541 -5.4453
Te 1.0218 7.1139 -1.8751
Te 1.0198 4.4961 -0.9779
C 2.9195 -3.0111 -1.2728
C 2.8572 -2.2287 0.0380
C 3.8341 -1.0742 -0.0045
C 3.1694 -3.1492 1.2159
O 1.5076 -1.7895 0.2545
P 0.7043 -0.4301 -0.0353
O 0.9631 0.1287 -1.4076
O 0.8601 0.5908 1.0475
O -0.8062 -0.9810 0.0876
C -1.3746 -2.2849 -0.1281
C -1.0997 -3.1615 1.0939
C -0.8711 -2.9333 -1.4165
C -2.8773 -2.0503 -0.2578
H 3.9506 -3.3073 -1.4721
H 2.5640 -2.3914 -2.0972
H 2.3039 -3.9121 -1.2159
H 4.8643 -1.4364 -0.0358
H 3.7139 -0.4656 0.8890
H 3.6553 -0.4655 -0.8865
H 4.1813 -3.5465 1.1248
H 2.4582 -3.9787 1.2397
H 3.0854 -2.5980 2.1531
H -0.0288 -3.2933 1.2235
H -1.5739 -4.1386 0.9741
H -1.4945 -2.6767 1.9884
H 0.1712 -3.2125 -1.3228
H -0.9678 -2.2324 -2.2477
H -1.4581 -3.8282 -1.6365
H -3.2370 -1.4270 0.5616
H -3.4048 -3.0058 -0.2399
H -3.0951 -1.5503 -1.2026
N -6.2391 1.1192 -0.8036
C -5.5440 1.8278 0.1491
O -6.1136 2.2955 1.1157
C -4.0832 1.9519 -0.0734
C -3.3690 2.9128 0.6370
C -2.0296 3.0905 0.3714
N -1.3360 2.3488 -0.5013
C -2.0124 1.3945 -1.1429
C -3.3655 1.1804 -0.9805
H -7.2400 1.1932 -0.7325
H -5.8643 1.0638 -1.7350
H -3.8744 3.5401 1.3570
H -1.4864 3.8879 0.8582
H -1.4382 0.8067 -1.8481
H -3.8433 0.4025 -1.5600


Entry 9:
6
Properties=species:S:1:pos:R:3 method="wB97M-V/def2-TZVPD" charge=0 de_lowest_ev=0.2912 gap_ha=0.467 smiles=N#CCF
N 1.5900 -1.3793 -0.3499
C 0.7677 -0.6421 -0.0586
C -0.3339 0.2885 0.0296
F -0.4596 0.8045 1.2742
H -0.2052 1.2263 -0.5754
H -1.3590 -0.2978 -0.3198